Formula: C3H11N2OS
Source: OMol25
Level of theory: ωB97M-V/def2-TZVPD

XYZ file:
```
18
Properties=species:S:1:pos:R:3:forces:R:3:nbo_charge:R:1
N 1.281359 -0.479102 -0.315988 -2.441 0.641 -0.847 -0.858
C -0.189148 -0.379661 0.036847 1.061 -1.609 0.009 -0.115
C -0.733778 0.783368 -0.702343 -4.249 -0.513 -0.939 -0.514
S -1.604704 0.104861 -2.311971 0.832 0.816 1.539 0.062
C -0.248229 -0.190372 1.502436 1.050 -0.825 3.760 -0.196
N 0.119299 -1.467812 2.328091 2.766 1.855 -1.738 -0.860
H 1.521769 -1.453900 -0.309079 0.636 -0.080 -0.758 0.385
H 1.308538 0.039610 -1.213452 0.763 -1.622 0.290 0.379
H -0.854847 -1.361500 -0.140753 1.613 1.936 -0.104 0.203
H -1.485898 1.364352 -0.102929 0.379 -0.785 -0.583 0.230
H -0.104225 1.526504 -1.063559 1.799 1.052 -0.537 0.227
H 0.391746 0.678770 1.953680 -1.634 -1.851 -1.219 0.165
H -1.264891 0.017672 1.810364 -0.338 0.093 0.104 0.196
H 1.026995 -1.997821 2.006198 -2.729 1.464 0.660 0.369
H -0.691019 -2.022372 2.373950 -0.703 -1.219 -0.104 0.357
H 1.621452 1.376916 1.901631 2.456 0.404 -1.429 0.443
H 2.060567 1.005612 0.463268 0.509 -0.062 1.001 0.479
O 2.420925 1.437095 1.275733 -1.771 0.306 0.895 -0.952
```
Forces are in eV/Å.

Properties
Gap between HOMO and LUMO (spin up / spin down) (Ha): 0.3809 / 0.2585
Relative energy (zero: lowest compared OMol25 entry of this formula, charge and spin) (kJ/mol): 135.3
E_HOMO (spin up / spin down) (eV): -9.6 / -9.4
2S+1: 2
DFT total energy (a.u.): -703.72315



Formula: C3H11N2OS
Source: OMol25
Level of theory: ωB97M-V/def2-TZVPD

XYZ file:
```
18
Properties=species:S:1:pos:R:3:forces:R:3:nbo_charge:R:1
C -0.598086 0.986888 -0.322258 0.177 0.767 0.090 -0.231
C -1.327901 0.395962 -1.528992 0.259 -0.310 -0.220 -0.611
S -0.552028 0.652169 -3.119476 0.035 0.171 -0.133 0.111
N -0.328716 -0.003157 0.681143 0.023 -0.399 0.279 -0.670
C 0.915695 -0.074142 1.410128 -0.035 0.271 0.056 -0.057
N 0.901727 0.450703 2.781484 -0.219 -0.148 -0.071 -0.837
H -1.179510 1.829134 0.077416 -0.176 -0.111 -0.001 0.179
H 0.338748 1.465023 -0.633776 0.041 -0.245 -0.125 0.196
H -1.435160 -0.688131 -1.434942 -0.089 0.020 0.197 0.230
H -2.338116 0.781885 -1.633642 -0.233 0.117 -0.016 0.252
H -0.820004 -0.870761 0.564450 0.026 -0.062 0.049 0.378
H 1.228868 -1.111353 1.455608 0.169 -0.203 0.056 0.184
H 1.691613 0.474877 0.868143 -0.089 0.052 -0.164 0.167
H 0.645524 -0.283618 3.429597 -0.016 -0.035 0.003 0.351
H 0.161063 1.139450 2.855764 0.125 0.128 -0.019 0.355
H 1.081638 -1.251249 -1.205453 0.007 -0.027 0.016 0.467
H 0.549869 -1.833195 -2.515489 0.127 -0.051 0.073 0.470
O 1.064775 -2.060481 -1.729697 -0.134 0.065 -0.069 -0.934
```
Forces are in eV/Å.

Properties
Gap between HOMO and LUMO (spin up / spin down) (Ha): 0.3543 / 0.2364
Relative energy (zero: lowest compared OMol25 entry of this formula, charge and spin) (kJ/mol): 16.0
E_HOMO (spin up / spin down) (eV): -8.8 / -8.7
2S+1: 2
DFT total energy (a.u.): -703.76861



Formula: C3H11N2PS
Source: OMol25
Level of theory: ωB97M-V/def2-TZVPD

XYZ file:
```
18
Properties=species:S:1:pos:R:3:forces:R:3:nbo_charge:R:1
C 0.891030 -1.029802 2.532970 -0.725 1.338 1.926 -0.424
C -1.448946 2.603843 -0.356640 -1.115 1.460 -0.899 -0.422
C 0.963865 -1.552299 -2.907999 -1.173 3.057 1.851 -0.643
N -0.095093 -0.041900 2.129884 -1.505 -0.699 -2.698 -0.925
N -1.211597 1.632955 0.614841 0.854 -3.132 1.283 -0.923
P 0.323943 1.129600 1.003387 -0.023 -0.389 -0.315 1.322
S 0.463675 -1.018381 -1.071417 0.277 -0.403 0.036 -0.636
H 1.567896 -1.334299 1.825521 1.917 -0.090 -1.916 0.221
H 1.303260 -0.643810 3.443610 0.901 0.012 0.360 0.198
H 0.419202 -1.920113 2.798616 -1.210 -1.385 0.546 0.211
H -2.515700 2.810311 -0.230482 0.055 0.275 -0.838 0.210
H -0.956172 3.510622 -0.078542 0.473 0.695 0.059 0.203
H -1.154104 2.346636 -1.377396 -0.273 -0.198 0.013 0.208
H 0.067022 -1.106496 -3.329776 0.326 -0.403 -0.841 0.210
H 1.849163 -1.028944 -3.233127 0.201 0.176 -0.004 0.201
H 1.054393 -2.580163 -3.083577 -0.049 -1.513 0.321 0.201
H -0.894659 -0.559672 1.675514 0.643 0.565 0.940 0.390
H -1.896651 0.858884 0.576083 0.426 0.632 0.176 0.397
```
Forces are in eV/Å.

Properties
Gap between HOMO and LUMO (spin up / spin down) (Ha): 0.2443 / 0.2443
Relative energy (zero: lowest compared OMol25 entry of this formula, charge and spin) (kJ/mol): 294.2
E_HOMO (spin up / spin down) (eV): -7.3 / -7.3
DFT total energy (a.u.): -969.86901



Formula: C3H11N2S
Source: OMol25
Level of theory: ωB97M-V/def2-TZVPD

XYZ file:
```
17
Properties=species:S:1:pos:R:3:forces:R:3:nbo_charge:R:1
C -1.688697 -1.784013 0.297871 0.358 0.680 0.351 -0.629
C -1.022011 -0.637494 1.155261 0.873 -2.369 0.999 -0.219
C 1.286152 -0.124692 0.579976 3.399 -0.824 0.772 0.390
N 2.320221 0.482414 -0.002254 1.358 -0.629 0.277 -0.743
N 0.056890 0.101269 0.461886 -4.223 2.021 -2.278 -0.526
S 0.101096 2.551876 -1.706160 1.162 -0.457 1.985 -0.280
H -2.103409 -2.587861 0.931802 0.246 0.587 -0.123 0.246
H -2.480917 -1.410458 -0.332834 -0.312 0.208 -0.104 0.227
H -0.962516 -2.235513 -0.378200 0.186 -0.021 0.182 0.220
H -0.551648 -1.184028 2.051260 -0.583 1.159 -1.140 0.217
H -1.700899 0.122683 1.516323 -0.318 -0.128 0.101 0.229
H 1.634569 -0.912110 1.284339 -0.665 0.482 -0.449 0.223
H 3.279372 0.130740 0.224986 -1.527 0.529 -0.291 0.437
H 2.301526 1.238060 -0.670419 -0.394 -0.043 0.113 0.424
H -0.836290 3.120519 -2.334372 -1.946 1.139 -1.048 0.173
H -0.355723 0.848184 -0.268800 1.691 -1.877 1.735 0.447
H 0.722284 2.280424 -2.810666 0.696 -0.458 -1.084 0.164
```
Forces are in eV/Å.

Properties
Gap between HOMO and LUMO (Ha): 0.4123
Relative energy (zero: lowest compared OMol25 entry of this formula, charge and spin) (kJ/mol): 74.9
Charge: +1
E_HOMO (eV): -14.1
DFT total energy (a.u.): -628.34863



Formula: C3H11N2S
Source: OMol25
Level of theory: ωB97M-V/def2-TZVPD

XYZ file:
```
17
Properties=species:S:1:pos:R:3:forces:R:3:nbo_charge:R:1
C -2.823022 -0.696542 0.018054 -1.040 -0.348 0.729 -0.637
C -1.976346 -1.029248 1.400280 -2.498 -0.212 -2.947 -0.594
S -0.306938 -1.949872 1.040930 -2.350 1.046 0.346 0.673
H -3.349613 0.241310 0.383341 0.624 -0.841 -1.050 0.259
H -2.177713 -0.512410 -0.896192 -0.980 -0.128 1.041 0.215
H -3.738655 -1.436859 -0.188926 2.512 1.272 0.316 0.281
H -2.822519 -1.653179 1.872138 2.221 0.453 0.440 0.342
H -1.913322 0.021913 1.782493 1.102 -1.363 0.703 0.308
H -0.484927 -1.884835 -0.326385 0.076 -0.241 0.598 0.156
N 1.294210 1.229922 -0.788220 -1.525 -0.746 1.850 -0.777
C 2.579923 1.549029 -0.458642 0.597 -2.970 -0.612 0.431
N 3.560270 0.563431 -0.627556 -1.627 4.905 0.984 -0.694
H 0.874279 0.264334 -0.402867 1.666 2.913 -1.826 0.415
H 0.537579 1.986801 -0.885914 1.827 -1.345 0.608 0.463
H 2.805518 2.551542 0.030072 0.104 -1.225 -1.236 0.279
H 4.494337 0.962960 -0.717516 0.034 -0.255 0.674 0.448
H 3.446940 -0.208296 -1.235088 -0.743 -0.914 -0.618 0.431
```
Forces are in eV/Å.

Properties
Gap between HOMO and LUMO (spin up / spin down) (Ha): 0.4045 / 0.2450
Relative energy (zero: lowest compared OMol25 entry of this formula, charge and spin) (kJ/mol): 295.1
Charge: +2
E_HOMO (spin up / spin down) (eV): -19.4 / -19.4
2S+1: 2
DFT total energy (a.u.): -627.80959



Formula: C3H11N2S2
Source: OMol25
Level of theory: ωB97M-V/def2-TZVPD

XYZ file:
```
18
Properties=species:S:1:pos:R:3:forces:R:3:nbo_charge:R:1
C -2.910168 -0.989092 0.244452 -1.122 0.558 1.006 -0.650
C -1.510793 -1.500021 -0.143371 -0.857 0.760 -0.271 -0.515
S -0.788690 -0.368551 -1.407977 0.809 -0.512 0.108 0.051
S 0.895214 -1.617296 -1.965266 -1.897 -0.889 0.719 -0.097
H -3.674812 -0.744423 -0.561493 1.366 -0.424 0.773 0.246
H -2.848268 -0.129362 0.948585 0.203 0.027 -0.880 0.211
H -3.393351 -1.688454 0.959775 0.300 -0.212 -0.816 0.244
H -1.603114 -2.412003 -0.708608 0.096 -0.653 0.371 0.236
H -0.920710 -1.593097 0.784970 0.048 -0.199 -0.650 0.208
H 1.690604 -0.659978 -2.280656 0.974 1.316 -0.516 0.097
N 2.774849 2.100627 0.270317 0.749 1.749 1.435 -0.697
C 1.896596 1.174647 0.110940 -0.053 1.108 0.805 0.407
N 1.064198 0.940536 1.052254 -1.713 -1.490 0.801 -0.691
H 2.711553 2.678495 1.133463 0.494 -0.522 -1.137 0.418
H 3.346663 2.427279 -0.473524 0.498 0.141 -0.435 0.438
H 1.819483 0.687757 -0.792666 -0.141 -1.217 -1.698 0.228
H 0.321907 0.243482 0.913206 0.471 0.538 0.062 0.451
H 1.128838 1.449456 1.915599 -0.226 -0.081 0.324 0.415
```
Forces are in eV/Å.

Properties
Gap between HOMO and LUMO (Ha): 0.3197
Relative energy (zero: lowest compared OMol25 entry of this formula, charge and spin) (kJ/mol): 95.8
Charge: +1
E_HOMO (eV): -12.1
DFT total energy (a.u.): -1026.53357